1.
The following is a quantum chemistry calculation of C45H48N6O12P2S2W as an isolated structure in a non-equilibrium geometry, from OMol25.

Each line ends with the Löwdin spin population.
Positions of all 116 atoms, in Å:
W  0.516  0.253  -0.609  0.9086
O  2.783  -1.280  -1.196  0.0372
S  1.671  -1.420  -2.144  0.0058
O  1.952  -2.286  -3.256  0.0031
O  1.288  -0.031  -2.525  0.0063
O  0.505  -1.881  -1.328  0.0074
O  -1.263  -1.027  0.315  0.0134
P  -2.365  -2.040  0.234  0.0031
C  -2.880  -2.388  -1.536  0.0001
P  -2.409  -1.043  -2.702  0.0044
O  -1.227  -0.283  -2.203  0.0195
C  -2.163  -1.930  -4.250  0.0013
C  -0.881  -2.264  -4.689  0.0001
C  -0.727  -3.060  -5.806  0.0000
C  -1.838  -3.536  -6.498  0.0001
C  -3.116  -3.193  -6.068  0.0001
C  -3.281  -2.397  -4.955  0.0004
C  -3.813  0.071  -2.989  0.0003
C  -5.011  0.091  -2.278  0.0002
C  -5.984  1.018  -2.602  0.0001
C  -5.775  1.932  -3.626  0.0001
C  -4.573  1.926  -4.323  0.0000
C  -3.600  1.003  -4.006  0.0001
C  -1.893  -3.663  0.825  0.0001
C  -2.718  -4.798  0.679  0.0000
C  -2.365  -5.989  1.265  0.0000
C  -1.198  -6.094  2.018  0.0000
C  -0.382  -4.966  2.175  0.0000
C  -0.728  -3.770  1.602  0.0005
C  -3.766  -1.392  1.140  0.0010
C  -3.477  -0.354  2.044  0.0002
C  -4.433  0.109  2.908  0.0000
C  -5.713  -0.455  2.909  0.0000
C  -5.999  -1.499  2.033  0.0001
C  -5.043  -1.978  1.168  0.0003
H  -3.939  -2.629  -1.625  0.0000
H  -2.303  -3.263  -1.853  0.0000
H  -0.020  -1.914  -4.135  0.0000
H  0.267  -3.321  -6.134  0.0000
H  -1.712  -4.167  -7.367  0.0000
H  -3.982  -3.556  -6.604  0.0000
H  -4.271  -2.125  -4.613  0.0000
H  -5.168  -0.594  -1.455  0.0000
H  -6.912  1.035  -2.048  0.0000
H  -6.540  2.657  -3.870  0.0000
H  -4.395  2.650  -5.103  0.0000
H  -2.649  1.001  -4.521  0.0001
H  -3.620  -4.733  0.085  0.0000
H  -2.992  -6.862  1.137  0.0000
H  -0.925  -7.033  2.476  0.0000
H  0.529  -5.052  2.754  0.0000
H  -0.115  -2.883  1.688  0.0004
H  -2.481  0.061  2.015  0.0000
H  -4.198  0.917  3.587  0.0000
H  -6.467  -0.088  3.588  0.0000
H  -6.989  -1.938  2.031  0.0000
H  -5.267  -2.800  0.502  0.0000
C  1.442  1.837  2.884  -0.0006
C  0.220  2.114  1.972  -0.0066
C  0.408  3.499  1.289  -0.0004
C  -1.017  2.185  2.908  -0.0020
N  0.118  1.088  0.974  -0.0589
H  1.603  2.666  3.570  0.0000
H  2.326  1.698  2.267  0.0024
H  1.262  0.932  3.462  0.0001
H  1.459  3.771  1.270  0.0004
H  -0.145  4.277  1.811  -0.0001
H  0.064  3.440  0.256  0.0006
H  -0.850  2.918  3.697  -0.0001
H  -1.180  1.216  3.371  0.0000
H  -1.909  2.467  2.357  0.0001
C  -2.403  2.004  -0.592  0.0007
C  -1.447  2.344  -1.748  0.0067
O  -1.809  3.036  -2.681  0.0025
O  -0.245  1.872  -1.607  0.0320
H  -3.080  2.838  -0.407  0.0000
H  -1.775  1.754  0.271  0.0003
H  -3.001  1.129  -0.848  0.0001
N  1.410  -1.061  0.910  0.0041
C  2.222  -1.509  1.620  0.0170
N  3.138  -1.892  2.449  0.0099
C  4.114  -2.907  2.095  0.0008
C  3.874  -4.142  2.973  0.0004
O  3.862  -3.811  4.348  0.0001
C  2.864  -2.858  4.648  0.0005
C  3.100  -1.566  3.862  0.0010
H  5.114  -2.506  2.303  0.0004
H  4.023  -3.146  1.033  0.0001
H  4.686  -4.862  2.855  0.0000
H  2.922  -4.612  2.685  0.0000
H  2.927  -2.682  5.722  0.0001
H  1.869  -3.258  4.402  0.0000
H  4.063  -1.129  4.149  0.0005
H  2.306  -0.844  4.039  0.0001
O  5.034  8.260  -1.371  0.0000
S  6.225  8.122  -0.541  -0.0005
O  7.468  8.032  -1.311  -0.0021
O  6.284  9.086  0.557  -0.0013
C  6.164  6.479  0.266  -0.0020
N  7.073  6.358  1.227  0.0956
C  7.155  5.165  1.805  0.0123
C  6.341  4.111  1.466  0.0635
C  5.404  4.324  0.428  0.0685
N  5.355  5.543  -0.164  0.0771
C  4.478  3.317  0.006  0.1889
C  4.491  1.978  0.473  0.0464
C  3.481  1.115  0.170  0.0657
N  2.372  1.425  -0.582  0.1895
C  2.457  2.671  -1.180  0.0916
C  3.433  3.586  -0.921  0.0579
H  7.913  5.068  2.579  -0.0009
H  6.416  3.167  1.984  0.0066
H  5.317  1.612  1.067  0.0044
H  3.564  0.085  0.495  0.0044
H  1.662  2.900  -1.884  0.0047
H  3.440  4.550  -1.402  0.0029

Its multiplicity is 3. As for the expectation value of S²: 2.03. The charge is -2. As for the HOMO-LUMO gap (spin up / spin down): 0.0994 / 0.1961 hartree. Its energy relative to the best compared isomer or geometry (same formula, charge and spin) is 329.6 kJ/mol. For the total energy, the calculation gives -123031.6415 eV.

2.
The following is a quantum chemistry calculation of C45H50BrGeN7O5SV as an isolated structure, from OMol25.

Each line ends with the Löwdin charge.
Positions of all 111 atoms, in Å:
V  -1.336  0.271  1.088  0.7603
C  0.930  1.813  -6.072  -0.0728
O  1.363  2.290  -4.809  -0.1056
C  0.703  3.400  -4.326  -0.2287
C  0.386  4.498  -5.100  -0.0294
C  -0.284  5.577  -4.533  -0.1038
C  -0.637  5.534  -3.196  -0.0896
C  -0.319  4.434  -2.411  -0.0151
C  0.369  3.360  -2.963  -0.1516
N  0.739  2.212  -2.267  0.1549
C  0.275  1.868  -0.991  -0.3614
N  0.713  2.681  -0.021  0.1482
C  0.451  2.730  1.379  -0.2325
C  -0.418  1.864  2.058  -0.1801
C  -0.525  2.144  3.436  -0.1248
C  0.134  3.177  4.070  -0.1023
C  0.983  4.022  3.360  -0.0571
C  1.133  3.786  2.007  -0.2354
O  1.961  4.546  1.194  -0.1219
C  2.299  5.835  1.656  -0.0948
N  -0.468  0.825  -0.782  0.0782
C  -0.856  0.017  -1.888  -0.1817
C  -2.179  -0.042  -2.299  0.0153
C  -2.575  -0.925  -3.296  -0.0667
C  -1.639  -1.742  -3.902  -0.0945
C  -0.301  -1.676  -3.527  -0.0411
C  0.086  -0.806  -2.521  -0.2472
O  1.378  -0.658  -2.093  -0.1017
C  2.371  -1.461  -2.695  -0.0624
H  1.144  2.523  -6.874  0.0769
H  -0.141  1.596  -6.055  0.1040
H  1.485  0.896  -6.260  0.0870
H  0.658  4.516  -6.148  0.1054
H  -0.535  6.435  -5.143  0.0951
H  -1.186  6.354  -2.749  0.1025
H  -0.644  4.392  -1.380  0.0634
H  0.988  1.433  -2.855  0.1183
H  1.348  3.398  -0.335  0.1388
H  -1.179  1.518  4.029  0.0554
H  -0.010  3.335  5.134  0.0938
H  1.510  4.828  3.851  0.0922
H  2.731  6.365  0.809  0.0874
H  3.037  5.792  2.463  0.0863
H  1.414  6.368  2.013  0.0968
H  -2.898  0.605  -1.817  0.1027
H  -3.619  -0.968  -3.577  0.1059
H  -1.937  -2.442  -4.673  0.0997
H  0.426  -2.313  -4.014  0.1008
H  3.303  -1.215  -2.188  0.0849
H  2.471  -1.239  -3.762  0.0972
H  2.154  -2.524  -2.567  0.0790
Br  -2.695  3.735  0.640  0.7894
C  -3.683  2.141  0.201  -0.7186
C  -4.859  2.347  -0.434  -0.1804
C  -5.664  1.187  -0.773  -0.1318
C  -5.262  -0.012  -0.313  -0.0643
C  -4.036  -0.157  0.422  -0.2273
N  -3.111  0.961  0.540  -0.1208
C  -3.715  -1.363  1.004  -0.4769
O  -4.241  -2.484  0.981  -0.0311
O  -2.416  -1.300  1.691  -0.3115
H  -5.188  3.350  -0.653  0.0672
H  -6.583  1.308  -1.331  0.0791
H  -5.838  -0.916  -0.474  0.1074
C  -2.251  -4.291  -0.827  -0.3812
S  -0.797  -3.459  -0.173  0.8124
C  0.476  -4.428  -0.998  -0.4170
H  -2.261  -5.341  -0.527  0.0342
H  -2.279  -4.211  -1.915  0.0292
H  -3.113  -3.783  -0.387  0.0107
H  0.426  -4.313  -2.083  0.0254
H  0.391  -5.487  -0.747  0.0344
H  1.444  -4.067  -0.647  -0.0024
C  1.809  -2.489  2.605  -0.0290
C  0.660  -1.805  2.240  -0.1426
N  0.667  -0.753  1.418  0.0466
C  1.843  -0.365  0.929  -0.0570
C  3.048  -1.004  1.206  -0.2039
C  3.025  -2.087  2.084  -0.0338
C  4.282  -0.466  0.612  -0.0294
C  5.325  -1.125  0.099  -0.0384
C  5.473  -2.569  -0.131  -0.2726
C  4.398  -3.442  -0.298  -0.0203
C  4.691  -4.763  -0.565  -0.1218
N  5.940  -5.219  -0.663  0.0694
C  6.890  -4.308  -0.494  -0.2191
N  6.732  -3.016  -0.244  0.1207
H  1.734  -3.327  3.285  0.1066
H  -0.311  -2.109  2.597  0.0447
H  1.835  0.498  0.280  0.1054
H  3.944  -2.593  2.354  0.1215
H  4.346  0.618  0.616  0.1201
H  6.189  -0.558  -0.227  0.1060
H  3.377  -3.100  -0.227  0.0832
H  3.895  -5.486  -0.709  0.1081
H  7.914  -4.657  -0.575  0.1023
C  -4.248  -2.003  4.692  -0.2126
Ge  -2.372  -1.464  4.469  0.8161
C  -1.340  -3.146  4.492  -0.2188
C  -1.824  -0.405  6.037  -0.2312
C  -2.270  -0.385  2.845  -0.3519
H  -4.381  -2.624  5.581  0.0081
H  -4.563  -2.562  3.808  0.0149
H  -4.890  -1.125  4.779  0.0171
H  -1.781  -3.797  5.249  0.0149
H  -0.291  -2.989  4.749  0.0047
H  -1.406  -3.657  3.529  0.0211
H  -2.062  -0.946  6.955  0.0077
H  -2.349  0.552  6.058  0.0126
H  -0.752  -0.201  6.018  0.0113
H  -3.176  0.237  2.891  0.0653

The charge is -1. As for the HOMO-LUMO gap (spin up / spin down): 0.1346 / 0.1345 hartree. For the total energy, the calculation gives -231224.1691 eV.